The following is a quantum chemistry calculation of the molecule C8H9NO2 in a non-equilibrium geometry, from the OMol25 dataset.

Last columns: bonded neighbours and bond lengths (Å).
Cartesian coordinates (Å):
1 C -1.90470 -1.08603 -0.23568  C5 1.403, H11 1.184, C15 1.453
2 C -0.71292 0.96849 0.01778  C4 1.555, C15 1.334, C17 1.427
3 C 0.62702 -1.10808 -0.05720  C5 1.457, C9 1.422, C17 1.414
4 C -0.92409 2.50481 0.13584  C2 1.555, H10 1.266, H12 1.181, H16 1.105
5 C -0.68338 -1.74519 -0.03191  C1 1.403, C3 1.457, H14 1.061
6 O 3.23052 0.24084 -0.23011  N19 1.504
7 H 1.27982 -3.12009 0.77049  C9 1.268
8 H 2.71946 -1.49272 0.59219  C9 1.250
9 C 1.66134 -2.04321 0.21964  C3 1.422, H7 1.268, H8 1.250, H18 1.131
10 H -2.18442 2.61870 0.10902  C4 1.266
11 H -2.97924 -1.58393 -0.24521  C1 1.184
12 H -0.61415 3.05036 1.13670  C4 1.181
13 O 1.68332 2.37169 -0.01438  N19 1.503
14 H -0.43871 -2.76595 0.12181  C5 1.061
15 C -1.89308 0.36265 -0.12546  C1 1.453, C2 1.334, H20 1.102
16 H -0.51403 3.10729 -0.69458  C4 1.105
17 C 0.51413 0.28881 -0.24652  C2 1.427, C3 1.414, N19 1.489
18 H 2.15939 -2.22759 -0.77845  C9 1.131
19 N 1.87476 0.88621 -0.14476  O6 1.504, O13 1.503, C17 1.489
20 H -2.90104 0.77296 -0.29919  C15 1.102

Calculated total energy, a.u.: -515.1301
Largest force on an atom, eV/A: 8.38
Energy relative to the best compared isomer or geometry (same formula, charge and spin), kJ/mol: 915.5
Structure (SMILES): Cc1cccc(C)c1[N+](=O)[O-]
Orbital gap, eV: 7.41